1.
66
Properties=species:S:1:pos:R:3:forces:R:3 method="wB97M-V/def2-TZVPD" energy_ha=-3463.0566 max_force_ev_per_a=0.34 homo_lumo_gap_ev="6.20 / 6.20" total_charge=+1 e_lumo_ev="-4.2 / -4.2"
Tc -0.66513 -0.25648 0.28471 0.0919 0.3286 0.0270
C -2.75004 -3.08944 -3.87463 0.0128 0.0279 -0.0289
C -2.38139 -2.17892 -5.01704 -0.0766 -0.0617 0.0154
C -3.16267 -2.13241 -6.17060 0.0008 -0.0198 -0.0373
C -2.84400 -1.29528 -7.22925 -0.0086 -0.0004 0.0382
C -1.72641 -0.47432 -7.15853 0.0022 0.0028 0.0041
C -0.94113 -0.49467 -6.01808 0.0353 -0.0174 -0.0605
C -1.26615 -1.34232 -4.96549 0.0175 0.1282 0.0586
N -0.44292 -1.31801 -3.79125 0.0330 -0.0128 -0.0326
C -0.75402 -0.62990 -2.67450 0.0753 -0.0939 0.1558
N -1.93864 -0.00888 -2.66946 -0.0885 0.0990 0.0940
C -2.33260 1.06267 -1.84076 -0.0064 -0.0735 -0.1243
C -1.83562 1.22433 -0.54490 0.0396 0.0404 0.0977
C -2.22436 2.39978 0.12408 -0.0856 0.0157 -0.0933
C -3.09797 3.30682 -0.44075 -0.0031 -0.0230 -0.0341
C -3.63422 3.05949 -1.69917 -0.0175 0.0644 0.0141
C -3.25946 1.94327 -2.42188 -0.0293 0.0163 -0.0512
C -3.81282 1.69449 -3.80281 0.0127 0.0000 0.0248
N 0.05589 -0.60121 -1.61896 -0.0489 -0.0934 -0.0920
C 1.32782 -1.24467 -1.85483 -0.0248 0.2090 0.0415
C 1.48073 -2.58793 -1.55640 0.0404 -0.1770 0.0216
C 2.69069 -3.22256 -1.80847 -0.0220 -0.0204 0.0266
C 3.75008 -2.49440 -2.33375 -0.0498 0.0341 -0.0297
C 3.58826 -1.14564 -2.61683 0.0230 -0.0047 0.0059
C 2.37602 -0.49740 -2.39419 0.0592 0.0591 -0.0211
C 2.20004 0.96326 -2.71199 -0.0045 -0.0641 0.0094
H -3.36660 -3.91265 -4.23105 0.0020 0.0067 0.0047
H -3.32207 -2.55769 -3.10840 0.0305 0.0027 -0.0141
H -1.86678 -3.50562 -3.39044 0.0010 -0.0042 -0.0124
H -4.02920 -2.77942 -6.24063 0.0118 0.0223 0.0041
H -3.46823 -1.28551 -8.11371 0.0192 -0.0115 0.0231
H -1.46822 0.17536 -7.98426 -0.0087 -0.0084 0.0191
H -0.06386 0.13681 -5.93592 -0.0344 -0.0161 0.0094
H 0.42605 -1.83176 -3.77854 -0.0315 -0.0123 -0.0164
H -2.46031 -0.11043 -3.52561 -0.0542 0.0191 -0.0761
H -1.84973 2.61680 1.11023 0.0165 0.0277 -0.0047
H -3.37632 4.20097 0.10319 0.0035 -0.0306 -0.0256
H -4.34040 3.75675 -2.13591 0.0296 -0.0231 0.0211
H -4.50541 2.48509 -4.08132 -0.0093 0.0064 0.0080
H -4.36444 0.74985 -3.85789 0.0082 0.0178 -0.0043
H -3.02633 1.66751 -4.56443 -0.0136 0.0046 0.0336
H 0.65159 -3.13237 -1.11639 0.0431 0.0290 -0.0267
H 2.79702 -4.28236 -1.60662 0.0077 0.0411 0.0124
H 4.70020 -2.97482 -2.52634 0.0026 0.0029 0.0110
H 4.41922 -0.57799 -3.02003 -0.0271 -0.0266 0.0187
H 3.14745 1.40722 -3.01130 -0.0015 -0.0054 0.0021
H 1.82083 1.50919 -1.84677 0.0007 0.0046 0.0080
H 1.48618 1.11648 -3.52682 0.0032 -0.0290 0.0236
S 5.00170 -1.22207 1.40155 0.0258 0.0712 -0.0297
Sb 4.04039 -3.17250 1.60802 0.0019 -0.0803 -0.0050
S 1.56102 -0.09865 0.83256 -0.0452 -0.1206 0.0243
S 1.82300 -0.65101 2.80239 -0.0098 -0.0088 0.0099
S 1.87179 -2.68949 2.66155 -0.0177 -0.0043 0.0104
C -0.41142 2.97350 4.88139 -0.0586 -0.0864 -0.0896
N -0.98106 2.06469 3.88967 0.0121 0.0814 0.1376
C -2.22314 1.47589 3.93951 0.1042 -0.0445 0.0972
C -2.29202 0.64857 2.86700 -0.0211 0.0457 -0.2096
N -1.11099 0.72910 2.15394 0.0587 -0.1751 0.1873
C -0.34520 1.58252 2.81495 -0.1005 0.0558 -0.1120
H -1.19108 3.63504 5.24820 -0.0083 0.0165 -0.0065
H 0.36711 3.56881 4.41237 0.0087 0.0005 -0.0065
H 0.01162 2.41227 5.71215 -0.0107 -0.0117 -0.0034
H -2.92658 1.68086 4.72938 0.0545 -0.0091 -0.0464
H -3.10406 0.01785 2.54995 0.0342 0.0467 -0.0116
H 0.64069 1.90126 2.52123 -0.0255 0.0022 -0.0093
Te -1.83212 -2.26717 0.67589 0.0201 -0.1605 0.0150

---

2.
66
Properties=species:S:1:pos:R:3:forces:R:3 method="wB97M-V/def2-TZVPD" energy_ha=-2993.5242 max_force_ev_per_a=0.36 s2=2.022 homo_lumo_gap_ev="6.91 / 6.76" total_charge=+2 multiplicity=3 e_lumo_ev="-6.7 / -7.1"
W 0.46043 0.65929 -0.23406 0.1801 0.3060 -0.0812
C 2.74483 -1.85808 4.11636 -0.0247 -0.0141 0.0190
C 3.50509 -0.58037 3.80741 0.0555 0.0889 -0.0461
N 3.83715 -0.44491 2.38644 -0.0068 0.0555 -0.0084
C 3.03896 -0.00544 1.42053 0.0539 -0.3262 -0.0275
S 1.44023 0.60593 1.89231 0.0781 0.0012 -0.0164
N 3.47991 -0.04192 0.18339 -0.2726 0.1648 0.0111
N 2.56210 0.40532 -0.72512 0.0808 -0.0076 0.1758
C 2.95635 0.57486 -1.94842 -0.0929 0.0704 -0.2106
C 4.33165 0.30746 -2.44497 0.0131 -0.0197 0.0280
C 1.91741 1.09401 -2.85280 0.0600 -0.0589 0.0706
C 2.14437 1.39146 -4.18585 -0.0058 -0.0027 0.0482
C 1.10285 1.89237 -4.95119 0.0339 -0.0007 -0.0373
C -0.14022 2.08578 -4.36982 -0.0686 0.0103 0.0268
C -0.30361 1.77138 -3.03579 0.0653 0.0033 -0.0276
N 0.70121 1.28602 -2.29492 -0.0945 -0.0165 0.0611
H 2.55054 -1.92088 5.18685 -0.0055 -0.0032 -0.0025
H 3.32024 -2.73655 3.82397 0.0126 -0.0005 -0.0076
H 1.78611 -1.87745 3.59580 0.0030 0.0006 0.0051
H 4.45162 -0.54878 4.34413 -0.0139 -0.0090 0.0164
H 2.94240 0.30105 4.11500 -0.0102 -0.0150 0.0123
H 4.72893 -0.79856 2.06932 0.0084 0.0064 0.0044
H 4.96957 -0.03337 -1.63807 0.0017 0.0035 -0.0030
H 4.75651 1.21215 -2.88428 0.0084 0.0086 0.0136
H 4.30534 -0.45495 -3.22681 -0.0065 -0.0038 0.0049
H 3.12258 1.23270 -4.61448 0.0003 0.0043 -0.0133
H 1.26198 2.12916 -5.99455 -0.0018 -0.0013 -0.0005
H -0.97563 2.46892 -4.93744 0.0015 0.0002 0.0016
H -1.25544 1.89482 -2.53508 -0.0030 -0.0007 -0.0007
N -1.71264 5.78709 -0.00349 0.0603 -0.0170 -0.0025
C -0.59547 5.03416 0.01000 -0.1452 0.0717 -0.0106
C -0.65727 3.62543 -0.04831 0.0577 -0.0116 0.0159
N 0.45387 2.90020 -0.02862 0.0569 -0.0720 0.0129
C 1.63831 3.53380 0.03831 -0.0600 0.0446 -0.0056
C 1.67006 4.91655 0.06794 0.0351 0.0203 0.0206
N 0.57867 5.66452 0.05299 0.0311 -0.0668 -0.0011
H -2.62565 5.38524 0.10619 -0.0011 -0.0028 0.0032
H -1.61116 6.78202 0.11277 -0.0058 0.0024 0.0004
H -1.60504 3.10611 -0.10008 0.0039 0.0142 -0.0029
H 2.53681 2.93758 0.08452 0.0005 -0.0064 -0.0055
H 2.61960 5.43572 0.11393 -0.0013 0.0036 -0.0052
S -0.09291 -1.52374 -0.98882 0.0403 -0.2725 0.0141
P -1.77935 -1.41546 0.19418 -0.0385 -0.0940 -0.1056
S -1.79547 0.56522 0.69242 -0.0893 0.2333 0.0278
C -3.25237 -1.87773 -0.68985 -0.0626 -0.0477 -0.0472
C -4.02093 -0.92647 -1.35926 0.0114 0.0177 0.0133
C -5.12877 -1.33135 -2.08435 -0.0044 0.0052 -0.0024
C -5.46164 -2.67776 -2.14926 0.0045 -0.0223 0.0023
C -4.69404 -3.62744 -1.48686 -0.0184 0.0220 -0.0159
C -3.58923 -3.23266 -0.75313 0.0434 -0.0088 0.0210
C -1.61723 -2.45486 1.63007 0.0507 -0.0881 0.0635
C -2.72383 -2.55464 2.47794 -0.0246 0.0184 -0.0086
C -2.64141 -3.33122 3.61922 0.0296 0.0059 -0.0074
C -1.46355 -4.01044 3.91036 -0.0115 0.0010 0.0065
C -0.36587 -3.90990 3.06838 0.0043 -0.0170 0.0047
C -0.43451 -3.12857 1.92475 -0.0083 0.0215 0.0168
H -3.76646 0.12384 -1.29628 0.0017 0.0018 0.0008
H -5.73942 -0.59844 -2.59352 0.0058 0.0068 0.0015
H -6.32911 -2.98921 -2.71551 -0.0022 -0.0013 0.0025
H -4.96099 -4.67395 -1.53606 0.0008 -0.0022 -0.0004
H -2.99879 -3.97328 -0.22783 0.0033 0.0045 0.0044
H -3.64519 -2.03304 2.24583 -0.0027 -0.0046 -0.0023
H -3.49364 -3.41170 4.27958 -0.0069 -0.0027 -0.0045
H -1.40586 -4.62582 4.79815 0.0033 0.0003 0.0025
H 0.54436 -4.44726 3.29801 -0.0004 -0.0044 -0.0048
H 0.42265 -3.05392 1.26782 -0.0111 0.0030 -0.0185

---

3.
59
Properties=species:S:1:pos:R:3:forces:R:3 method="wB97M-V/def2-TZVPD" energy_ha=-1362.9882 max_force_ev_per_a=1.48 homo_lumo_gap_ev=6.29 total_charge=+1 e_lumo_ev=-4.9
C 6.34368 2.65015 2.30052 0.0179 -0.0872 -0.0263
O 6.25613 1.27232 1.87758 -1.4098 -0.4541 -0.0719
C 5.04769 0.65839 1.84156 0.4701 0.1438 0.3178
C 5.03966 -0.69940 1.42687 0.3310 0.3050 0.0024
C 3.87924 -1.42203 1.46251 -0.2150 0.0364 0.2129
C 2.64878 -0.85349 1.92537 0.1550 -0.0739 -0.1339
C 1.53911 -1.72576 2.06808 0.0753 0.5611 -0.9083
C 0.18964 -1.41346 2.41129 -0.7806 -0.0828 0.3906
C -0.81262 -2.35086 2.02228 0.5232 -0.1415 0.3138
C -2.13599 -2.18323 2.35885 -0.1463 0.2778 -0.0620
C -2.52687 -0.99675 2.99534 -1.1243 0.1939 -0.2787
O -3.88942 -0.81593 3.22596 0.9913 -0.3593 0.3091
C -4.60213 0.09365 2.43574 0.0661 0.2845 -0.5132
C -5.61499 -0.43030 1.62424 0.5379 0.2352 0.0647
C -6.23368 0.40898 0.69870 -0.0458 0.1231 0.2789
C -5.90136 1.76816 0.64801 0.0981 -0.0818 0.1118
C -4.94259 2.28801 1.52474 -0.0741 -0.1664 0.0483
C -4.28185 1.45260 2.43265 -0.2626 -0.2914 -0.2523
C -1.58456 -0.04576 3.39560 0.2114 -0.0642 -0.0309
C -0.23801 -0.27494 3.14538 -0.0952 -0.1122 -0.0656
C 2.64558 0.55348 2.16321 0.3975 -0.0034 0.2829
C 3.82225 1.28187 2.18910 0.0920 0.0146 -0.1538
H 7.39907 2.89014 2.17115 -0.2198 0.0895 0.0681
H 5.72692 3.30828 1.67335 0.1775 -0.2501 0.0881
H 6.05876 2.76071 3.35537 0.0579 -0.1200 -0.2590
H 5.97674 -1.14608 1.09881 -0.2208 0.1247 0.0520
H 3.87786 -2.46079 1.12997 0.0699 0.2724 0.1451
H 1.68335 -2.72238 1.65615 -0.0134 0.1745 0.1133
H -0.50919 -3.23184 1.45375 -0.0764 0.1904 0.1995
H -2.88849 -2.93011 2.10800 0.1728 0.2863 -0.0149
H -5.85806 -1.48948 1.70945 0.0737 0.2839 -0.1197
H -6.98297 -0.00987 0.02482 0.1847 0.2141 0.2107
H -6.40161 2.42310 -0.06875 0.2016 -0.2153 0.2482
H -4.69624 3.35102 1.50965 -0.1245 -0.3112 -0.0365
H -3.53138 1.83718 3.12386 -0.3153 -0.0169 -0.3137
H -1.91745 0.85527 3.91134 0.2283 -0.4059 -0.0508
H 0.48767 0.42355 3.55238 -0.2296 -0.2241 -0.0249
H 1.71131 1.08453 2.31798 0.2970 -0.1413 0.0412
H 3.81594 2.33973 2.46636 -0.1244 -0.4332 -0.2418
C 6.68164 -3.11130 5.03573 0.3301 -0.0405 0.0568
O 5.62053 -3.79255 4.34645 -0.4469 0.4957 0.1329
C 4.40722 -3.25690 4.53942 0.1540 0.2988 0.4377
C 3.35495 -4.02090 3.75334 0.5696 0.4562 0.0593
C 3.30723 -5.53754 4.02276 0.2307 0.1402 0.0902
C 1.82238 -5.85839 4.24515 -0.1785 0.0423 -0.2560
C 1.10469 -4.50280 4.41197 -0.4206 -0.1194 0.3796
N 2.06287 -3.48547 4.01766 -0.8500 0.6410 -0.1606
O 4.18592 -2.27822 5.22914 0.1301 -0.8530 -0.6897
H 7.59430 -3.47174 4.56286 -0.0480 0.0875 0.1530
H 6.58551 -2.02492 4.92895 0.0046 -0.3087 0.0282
H 6.66275 -3.38682 6.09598 0.0259 0.1379 -0.2293
H 3.60995 -3.83616 2.70008 0.2113 -0.2054 0.0026
H 3.72134 -6.04466 3.14872 -0.0274 -0.1830 0.3163
H 3.90959 -5.80016 4.90152 -0.0980 0.0940 -0.2805
H 1.42428 -6.38233 3.37144 0.0005 -0.0277 0.2121
H 1.67268 -6.48683 5.12720 0.0053 0.0473 -0.2482
H 0.21890 -4.43841 3.76581 -0.0094 -0.1042 0.1571
H 0.75686 -4.37236 5.45246 0.1717 0.0829 -0.3612
H 2.03294 -2.60060 4.51333 0.2926 -0.4571 0.2584

---

Number 1: molar mass 886.2 g/mol. Number 2: molar mass 749.6 g/mol. Number 3: molar mass 418.5 g/mol.